No. 1
Below is a molecular structure, C27H26BCoF4N5OPS, with properties calculated with ωB97M-V/def2-TZVPD.

Last column: Löwdin charge in e.
Geometry (Å):
1 Co -1.905 0.758 -0.322  0.63
2 C -1.815 4.158 2.412  0.02
3 C -1.873 2.838 1.731  -0.21
4 N -2.284 2.611 0.546  -0.02
5 N -2.764 3.593 -0.278  0.05
6 C -3.355 3.158 -1.421  -0.74
7 N -3.753 4.068 -2.286  0.17
8 S -3.625 1.493 -1.712  0.81
9 C -1.449 1.588 2.431  -0.17
10 C -1.054 1.596 3.753  0.03
11 C -0.814 0.387 4.397  0.00
12 C -0.983 -0.789 3.693  -0.02
13 C -1.344 -0.713 2.357  -0.09
14 N -1.560 0.437 1.725  0.07
15 H -2.313 4.935 1.840  0.09
16 H -0.774 4.451 2.561  0.12
17 H -2.298 4.103 3.388  0.10
18 H -2.271 4.478 -0.279  0.17
19 H -3.618 5.057 -2.139  0.14
20 H -4.150 3.773 -3.164  0.13
21 H -0.950 2.529 4.286  0.13
22 H -0.521 0.374 5.438  0.13
23 H -0.836 -1.755 4.154  0.12
24 H -1.456 -1.620 1.777  0.10
25 O 2.354 1.341 1.548  0.03
26 N 1.938 0.090 1.214  -0.05
27 C 2.119 -0.792 2.105  -0.07
28 C 1.668 -2.161 1.836  -0.22
29 C 1.788 -3.131 2.822  -0.01
30 C 1.301 -4.415 2.611  -0.03
31 C 0.684 -4.742 1.414  -0.04
32 C 0.572 -3.789 0.410  -0.07
33 C 1.069 -2.504 0.611  -0.31
34 P 1.045 -1.272 -0.674  1.24
35 C -0.471 -1.303 -1.611  -0.35
36 C -0.463 -0.873 -2.945  -0.04
37 C -1.638 -0.876 -3.677  -0.03
38 C -2.834 -1.284 -3.097  -0.09
39 C -2.862 -1.680 -1.766  -0.10
40 C -1.691 -1.679 -1.012  -0.16
41 C 2.533 -1.246 -1.640  -0.34
42 C 3.260 -2.428 -1.815  -0.06
43 C 4.422 -2.401 -2.567  -0.05
44 C 4.860 -1.207 -3.127  -0.03
45 C 4.144 -0.032 -2.938  -0.04
46 C 2.979 -0.041 -2.189  -0.07
47 H 2.261 1.869 0.740  0.10
48 H 2.584 -0.547 3.058  0.15
49 H 2.265 -2.880 3.761  0.13
50 H 1.406 -5.162 3.386  0.12
51 H 0.305 -5.742 1.252  0.12
52 H 0.112 -4.054 -0.535  0.12
53 H 0.465 -0.570 -3.413  0.12
54 H -1.616 -0.571 -4.715  0.13
55 H -3.744 -1.299 -3.682  0.13
56 H -3.787 -2.016 -1.316  0.13
57 H -1.702 -2.097 -0.012  0.08
58 H 2.924 -3.357 -1.372  0.11
59 H 4.988 -3.310 -2.713  0.12
60 H 5.772 -1.193 -3.708  0.12
61 H 4.497 0.897 -3.365  0.12
62 H 2.434 0.880 -2.025  0.09
63 F 0.176 3.761 -0.127  0.15
64 B 0.393 2.893 -1.189  -1.21
65 F 1.720 2.724 -1.462  0.17
66 F -0.409 3.165 -2.270  0.17
67 F -0.055 1.519 -0.695  -0.05

Kohn-Sham gap (alpha / beta) = 7.11 / 7.27 eV
Lowest unoccupied orbital energy (alpha / beta) = -6.20 / -7.24 eV
Maximum force = 0.0069 hartree/bohr
Total charge = +2
Spin multiplicity = 5
E_tot = -3939.82887 Eh
Highest occupied orbital energy (alpha / beta) = -13.3 / -14.5 eV


No. 2
Below is a molecular structure, C27H26BIN6O7S4SbW, with properties calculated with ωB97M-V/def2-TZVPD.

Last column: Löwdin charge in e.
Geometry (Å):
1 W 0.785 -0.773 -0.001  1.71
2 C -0.357 -3.044 -3.636  -0.06
3 C -0.242 -1.858 -2.727  -0.38
4 C -0.803 -0.675 -3.091  -0.01
5 C -0.615 0.573 -2.427  -0.32
6 C -1.170 1.766 -3.164  -0.02
7 N -0.010 0.719 -1.293  0.04
8 N 0.432 -2.006 -1.560  -0.56
9 B -0.028 2.055 -0.537  -0.58
10 N -0.687 1.684 0.816  0.03
11 N -0.190 0.598 1.479  -0.04
12 C -0.883 0.496 2.628  -0.32
13 C -0.585 -0.435 3.755  -0.09
14 C -1.849 1.499 2.663  0.03
15 C -1.702 2.218 1.487  -0.27
16 C -2.499 3.357 0.958  -0.01
17 N 1.433 2.379 -0.212  0.03
18 N 2.028 1.423 0.532  0.05
19 C 3.172 1.939 0.985  -0.29
20 C 4.053 1.302 2.010  -0.01
21 C 3.319 3.243 0.483  0.02
22 C 2.185 3.487 -0.265  -0.27
23 C 1.758 4.707 -1.007  -0.02
24 H -0.930 -2.779 -4.521  0.08
25 H -0.842 -3.872 -3.118  0.06
26 H 0.632 -3.387 -3.944  0.07
27 H -1.351 -0.653 -4.021  0.10
28 H -1.435 1.489 -4.182  0.08
29 H -0.451 2.582 -3.194  0.08
30 H -2.065 2.106 -2.642  0.09
31 H -0.574 2.988 -1.037  0.12
32 H 0.429 -0.822 3.704  0.05
33 H -1.269 -1.283 3.761  0.07
34 H -0.706 0.113 4.691  0.08
35 H -2.542 1.693 3.464  0.11
36 H -3.223 3.679 1.704  0.08
37 H -3.032 3.030 0.063  0.08
38 H -1.866 4.204 0.693  0.08
39 H 3.661 0.351 2.359  0.08
40 H 4.125 1.970 2.870  0.09
41 H 5.067 1.152 1.637  0.09
42 H 4.135 3.920 0.672  0.11
43 H 2.558 5.445 -0.995  0.08
44 H 0.870 5.155 -0.559  0.08
45 H 1.524 4.473 -2.046  0.08
46 S 3.156 -4.952 1.861  -0.27
47 Sb 0.940 -4.845 1.664  0.32
48 S 0.213 -2.396 1.567  0.18
49 S 1.647 -3.183 -1.405  0.49
50 S 0.605 -4.826 -0.833  0.01
51 O 7.004 -1.128 -0.733  0.16
52 C 5.818 -1.045 -0.594  -0.22
53 C 4.814 -0.549 -1.655  -0.26
54 O 5.083 -0.158 -2.763  0.13
55 C 3.523 -0.661 -0.979  -0.30
56 C 3.641 -1.111 0.310  -0.32
57 O 2.529 -1.214 0.985  -0.30
58 C 5.027 -1.389 0.687  -0.29
59 O 5.502 -1.750 1.731  0.13
60 O 2.317 -0.430 -1.402  -0.17
61 I -7.411 -4.049 1.974  0.81
62 C -5.825 -2.904 1.233  -0.74
63 C -4.527 -3.380 1.347  -0.15
64 C -3.480 -2.615 0.856  -0.01
65 C -3.727 -1.385 0.259  -0.11
66 C -5.033 -0.925 0.152  -0.02
67 C -6.089 -1.679 0.637  -0.16
68 C -2.590 -0.529 -0.267  -0.54
69 O -2.851 0.563 -0.765  0.04
70 O -1.446 -1.086 -0.092  -0.26
71 H -4.333 -4.337 1.813  0.09
72 H -2.455 -2.956 0.937  0.07
73 H -5.204 0.035 -0.318  0.11
74 H -7.106 -1.320 0.554  0.09

Kohn-Sham gap = 5.76 eV
Lowest unoccupied orbital energy = 0.51 eV
Maximum force = 0.0158 hartree/bohr
Total charge = -1
E_tot = -4122.63058 Eh
Highest occupied orbital energy = -5.2 eV


No. 3
Below is a molecular structure, C27H26BiN6O2, with properties calculated with ωB97M-V/def2-TZVPD.

Last column: Löwdin charge in e.
Geometry (Å):
1 Bi -0.582 -0.733 -0.199  1.94
2 C -1.387 1.885 3.339  -0.02
3 C -2.460 0.868 3.065  -0.20
4 C -3.776 1.114 3.431  -0.03
5 C -4.766 0.169 3.213  -0.06
6 C -4.444 -1.051 2.644  -0.04
7 C -3.135 -1.338 2.272  -0.22
8 C -2.785 -2.700 1.727  -0.05
9 C -2.156 -0.358 2.467  -0.24
10 N -0.823 -0.633 2.015  -0.14
11 C 0.108 -1.085 2.884  -0.50
12 O 0.029 -1.165 4.093  0.11
13 C 1.369 -1.531 2.176  -0.17
14 C 2.491 -1.989 2.837  0.04
15 C 3.596 -2.359 2.077  0.01
16 C 3.563 -2.243 0.693  0.04
17 C 2.406 -1.772 0.103  -0.16
18 N 1.349 -1.448 0.846  0.00
19 C 2.268 -1.539 -1.387  -0.49
20 O 3.206 -1.763 -2.125  0.10
21 N 1.045 -1.067 -1.704  -0.14
22 C 0.737 -0.617 -3.021  -0.25
23 C -0.286 -1.262 -3.728  -0.23
24 C -0.930 -2.523 -3.208  -0.06
25 C -0.670 -0.748 -4.962  -0.04
26 C -0.045 0.368 -5.491  -0.06
27 C 0.988 0.975 -4.793  -0.04
28 C 1.396 0.500 -3.553  -0.22
29 C 2.535 1.168 -2.835  -0.03
30 H -1.798 2.735 3.880  0.09
31 H -0.948 2.263 2.414  0.06
32 H -0.588 1.450 3.943  0.08
33 H -4.025 2.056 3.902  0.12
34 H -5.787 0.377 3.504  0.11
35 H -5.210 -1.803 2.505  0.12
36 H -3.600 -3.398 1.906  0.09
37 H -1.890 -3.104 2.203  0.08
38 H -2.623 -2.697 0.643  0.04
39 H 2.472 -2.047 3.916  0.13
40 H 4.487 -2.729 2.567  0.13
41 H 4.401 -2.499 0.060  0.13
42 H -1.754 -2.324 -2.514  0.04
43 H -0.206 -3.164 -2.704  0.08
44 H -1.362 -3.089 -4.032  0.09
45 H -1.452 -1.246 -5.522  0.12
46 H -0.349 0.754 -6.455  0.11
47 H 1.493 1.834 -5.218  0.12
48 H 2.676 2.185 -3.199  0.09
49 H 3.460 0.614 -2.996  0.09
50 H 2.377 1.205 -1.754  0.06
51 N 2.305 3.799 1.431  0.17
52 C 1.455 3.263 0.535  -0.35
53 C 0.959 1.953 0.675  -0.07
54 N 0.122 1.469 -0.230  -0.11
55 C -0.248 2.212 -1.280  -0.13
56 C 0.263 3.494 -1.395  -0.08
57 N 1.096 4.014 -0.511  0.16
58 H 2.551 3.325 2.280  0.11
59 H 2.593 4.754 1.303  0.12
60 H 1.222 1.321 1.513  0.12
61 H -0.918 1.781 -2.011  0.12
62 H -0.017 4.117 -2.236  0.13

Kohn-Sham gap = 7.40 eV
Lowest unoccupied orbital energy = -4.03 eV
Maximum force = 0.0014 hartree/bohr
Total charge = +1
E_tot = -1737.97145 Eh
Highest occupied orbital energy = -11.4 eV